<A>
A structure of composition C35H35BrN4O4S3SbY. Source: OMol25; level of theory: ωB97M-V/def2-TZVPD.

## Properties
- HOMO-LUMO gap: 0.29964 hartree

Each line ends with the Löwdin charge.
Cartesian coordinates (Å):
1 S 2.977 0.315 2.268  1.100
2 O 0.538 -1.837 2.262  -0.221
3 H 1.917 -0.491 -4.254  -0.008
4 C 1.608 1.935 0.487  -0.607
5 N -3.017 -1.613 2.316  0.097
6 C 0.468 3.544 2.137  -0.133
7 H -0.663 0.200 -3.214  0.042
8 N -1.560 0.891 -1.503  0.026
9 H 2.342 -4.218 -2.303  0.002
10 C -2.411 -1.876 -0.088  -0.207
11 H 0.220 1.965 5.154  0.105
12 C -0.808 0.625 3.844  -0.041
13 H -3.570 3.593 -1.308  0.116
14 C -4.216 -2.811 -1.480  -0.097
15 C 3.954 0.847 -0.029  -0.124
16 C 1.574 3.069 1.502  -0.531
17 H 4.097 1.268 -1.011  0.108
18 C 1.724 2.601 -3.241  -0.191
19 C 1.865 1.807 -2.076  -0.157
20 C -4.582 -2.605 0.866  -0.043
21 C -3.309 -2.048 0.975  -0.313
22 H 3.001 -3.797 1.527  0.120
23 H 1.207 4.698 -3.627  0.061
24 C 1.363 3.883 -2.944  -0.413
25 C -1.748 -0.388 3.752  -0.254
26 S 2.973 3.963 1.938  1.052
27 H 1.370 -4.198 0.957  0.119
28 H 2.513 -2.804 -0.608  0.036
29 C -2.392 -0.879 4.877  -0.018
30 O 1.769 -3.089 3.641  0.064
31 O -3.188 3.899 -3.850  0.087
32 S 1.212 4.123 -1.263  1.088
33 C -1.835 1.909 -3.666  0.009
34 H -3.109 -1.681 4.781  0.106
35 C -2.651 2.895 -3.124  -0.305
36 C -1.326 0.954 -2.814  -0.150
37 N 2.069 -2.377 0.200  -0.033
38 C -5.042 -2.992 -0.379  -0.094
39 C -2.084 -0.332 6.111  -0.077
40 H 3.042 -1.216 -3.104  -0.002
41 H -5.190 -2.716 1.753  0.105
42 C -2.943 -2.273 -1.322  -0.170
43 C 1.411 -2.750 2.534  -0.663
44 H 5.819 -0.326 0.168  0.100
45 H -2.915 3.817 -4.771  0.115
46 H 2.704 -1.628 0.485  0.031
47 C -2.362 1.832 -1.032  -0.692
48 H -0.504 3.103 1.999  0.064
49 H -0.075 -2.879 -5.214  0.007
50 O 0.487 1.138 0.624  -0.369
51 H 2.126 0.762 -2.085  0.082
52 Sb 0.541 -2.212 -2.673  1.287
53 H 0.006 5.186 3.547  0.101
54 H -2.351 -2.146 -2.225  0.022
55 C -0.512 1.173 5.082  -0.061
56 Br -2.784 1.762 0.806  0.895
57 C 4.891 -0.007 0.613  -0.179
58 C -0.699 -2.554 -4.384  -0.329
59 H -1.580 1.897 -4.716  0.120
60 C 1.291 -4.213 -2.581  -0.322
61 H -6.030 -3.417 -0.491  0.098
62 Y -0.353 -0.812 0.559  1.386
63 C -2.933 2.856 -1.766  -0.033
64 H 4.984 -1.020 2.559  0.073
65 C 4.482 -0.376 1.860  -0.396
66 C 2.060 5.019 2.921  -0.409
67 H 1.199 -4.655 -3.571  0.007
68 H 1.892 2.244 -4.245  0.097
69 H -1.244 -1.658 -4.670  -0.005
70 C 2.021 -3.379 1.278  -0.159
71 H -4.567 -3.091 -2.465  0.096
72 H 2.545 5.821 3.449  0.062
73 H 0.732 -4.811 -1.867  0.005
74 H -0.305 0.992 2.956  0.068
75 C 2.859 1.106 0.745  -0.475
76 H -0.920 1.112 7.187  0.101
77 H 2.507 -2.143 -4.521  0.010
78 C 1.633 2.501 -0.924  -0.443
79 N -2.016 -0.880 2.427  -0.074
80 C -1.151 0.693 6.216  -0.081
81 C 2.203 -1.420 -3.765  -0.327
82 C 0.746 4.666 2.961  -0.172
83 H -2.573 -0.711 6.999  0.102
84 H -1.422 -3.332 -4.150  0.005

<B>
A structure of composition C35H35BrN4O4S3SbY. Source: OMol25; level of theory: ωB97M-V/def2-TZVPD.

## Properties
- HOMO-LUMO gap: 0.27375 hartree

Each line ends with the Löwdin charge.
Cartesian coordinates (Å):
1 H 1.496 -4.259 -5.459  0.103
2 O 1.684 -1.590 0.216  -0.402
3 H -2.977 2.217 -3.288  0.009
4 N -2.308 -1.883 -1.527  0.099
5 H 1.536 -1.477 7.202  0.120
6 C -1.267 -4.665 0.098  -0.173
7 H -5.100 0.221 2.365  0.099
8 H -2.700 0.591 2.344  0.054
9 H -1.082 -6.380 -1.257  0.065
10 C -0.903 4.146 -2.072  -0.312
11 H 5.869 -2.464 -2.699  0.063
12 H -3.290 0.781 -2.291  -0.007
13 O 2.085 2.001 -2.952  0.067
14 C -0.649 -5.551 -0.729  -0.397
15 C 3.997 -4.327 -0.637  -0.152
16 H 1.022 1.494 5.357  0.117
17 C 2.518 -4.134 2.672  -0.114
18 C -4.351 -1.500 -0.432  -0.042
19 C 3.258 -3.196 -0.474  -0.470
20 C -3.652 3.595 -0.565  -0.331
21 C -4.507 -0.207 1.567  -0.093
22 H 1.608 3.046 -0.260  0.110
23 C 3.767 -2.662 3.945  -0.413
24 C 2.062 -2.897 0.418  -0.614
25 H -4.784 -2.096 -1.224  0.107
26 C 2.524 -3.047 1.854  -0.453
27 C 0.940 -0.645 5.593  -0.307
28 H 4.345 -2.230 4.741  0.063
29 O 0.577 0.903 -1.720  -0.288
30 H -0.881 -4.794 -5.031  0.102
31 C 0.562 -1.837 4.981  0.005
32 H -2.121 -3.597 -3.255  0.105
33 C 0.909 -3.847 0.139  -0.441
34 N 2.130 1.152 0.458  -0.060
35 C -2.295 -0.516 0.542  -0.250
36 S 3.391 -1.739 2.553  1.071
37 H -6.197 -1.117 0.590  0.099
38 C -0.367 -3.691 0.597  -0.150
39 N -1.077 -1.687 -1.631  -0.003
40 H 2.624 -2.505 -4.119  0.099
41 N -0.071 -0.654 2.994  0.022
42 Sb -1.790 2.576 -0.907  1.282
43 S 1.013 -5.200 -0.911  1.089
44 C 5.086 -4.146 -1.531  -0.173
45 H -1.712 0.981 -3.092  -0.001
46 H 2.469 1.506 1.350  0.066
47 H 3.792 -5.254 -0.124  0.103
48 C -5.127 -0.957 0.574  -0.090
49 H -1.644 4.487 -2.793  0.004
50 H 1.376 -1.298 -2.371  0.063
51 C -2.533 1.498 -2.602  -0.298
52 C 5.155 -2.875 -2.009  -0.398
53 C -0.443 -2.380 -2.717  -0.237
54 C -0.386 -4.028 -4.450  -0.083
55 C 1.614 1.672 -1.887  -0.665
56 C 0.252 0.459 3.627  -0.713
57 C 1.585 -2.746 -3.944  -0.070
58 H -0.683 -2.870 1.228  0.081
59 H -0.609 4.982 -1.440  0.000
60 Br -0.098 2.063 2.671  0.803
61 H 2.741 0.370 0.212  0.046
62 H -2.321 -4.681 0.326  0.105
63 H 2.034 -5.063 2.412  0.119
64 H 3.234 2.541 -0.767  0.123
65 C -2.973 -1.269 -0.431  -0.337
66 H -0.032 3.772 -2.606  -0.004
67 C 0.951 -3.727 -4.691  -0.078
68 C 0.886 -2.070 -2.956  -0.046
69 C 2.216 2.191 -0.577  -0.159
70 H 3.346 -4.653 4.657  0.099
71 C -3.131 -0.004 1.544  -0.165
72 C 0.771 0.549 4.904  -0.032
73 C 0.085 -1.787 3.690  -0.121
74 C 3.232 -3.912 3.881  -0.186
75 H -4.021 3.980 -1.513  0.001
76 H -0.185 -2.704 3.187  0.104
77 H -4.379 2.901 -0.152  -0.009
78 H 0.675 -2.787 5.482  0.123
79 C -1.089 -3.360 -3.465  -0.034
80 S 3.898 -1.894 -1.390  1.078
81 H -3.524 4.419 0.130  -0.007
82 H 5.779 -4.927 -1.797  0.100
83 O 1.466 -0.587 6.834  0.089
84 Y -0.009 -0.242 0.037  1.324

Of them, <A> has the lowest stability.

<A>
A cluster of 2 separate species, C6H17NO in total. Source: OMol25; level of theory: ωB97M-V/def2-TZVPD.

## Properties
- SMILES: CC[C@@H](C)[C@H](C)N.O
- HOMO-LUMO gap: 0.36682 hartree

Each line ends with the Löwdin charge.
Cartesian coordinates (Å):
1 H 0.678 -2.056 -0.977  0.068
2 H 1.763 -0.694 1.052  0.084
3 N 2.085 0.138 -1.378  0.026
4 H 0.080 0.701 -2.028  0.144
5 C 1.274 0.290 1.258  -0.064
6 H -3.022 1.925 0.089  0.070
7 C 0.028 -1.275 -1.350  -0.073
8 C 0.344 0.828 0.154  -0.353
9 H -1.201 1.178 1.593  0.100
10 H -1.115 -1.955 1.656  0.004
11 C -1.095 0.896 0.565  -0.260
12 H -1.363 -0.161 0.658  0.075
13 H 2.018 1.041 1.452  0.073
14 C 0.637 0.116 -1.241  -0.411
15 H -1.491 2.643 -0.628  0.091
16 H 0.883 1.741 -0.143  0.126
17 C -2.037 1.709 -0.333  -0.080
18 H -0.145 -2.127 2.835  0.040
19 H -2.126 1.090 -1.247  0.071
20 H -0.922 -1.345 -0.788  0.061
21 H 0.687 0.023 2.118  0.049
22 O -0.670 -2.628 2.184  -0.062
23 H 2.464 0.215 -2.320  0.080
24 H -0.301 -1.699 -2.321  0.080
25 H 2.547 -0.594 -0.861  0.061

<B>
A cluster of 2 separate species, C6H17NO in total. Source: OMol25; level of theory: ωB97M-V/def2-TZVPD.

## Properties
- SMILES: CCCNCCC.O
- HOMO-LUMO gap: 0.36433 hartree

Each line ends with the Löwdin charge.
Cartesian coordinates (Å):
1 H 1.474 2.902 0.197  0.108
2 H 0.028 -0.875 -1.882  0.087
3 H 0.163 0.171 2.729  -0.013
4 H 2.728 1.840 -1.741  0.062
5 C -1.096 -0.745 0.005  -0.225
6 H -1.372 -1.596 0.629  0.103
7 H -0.409 -1.200 3.063  0.015
8 H 1.433 0.841 -2.029  0.053
9 H -1.959 -3.104 -1.270  0.065
10 H 2.340 1.333 0.537  0.111
11 C 1.668 1.786 -1.530  -0.110
12 N 0.105 -0.138 0.637  -0.103
13 C 1.534 1.824 -0.007  -0.232
14 H -1.781 -0.495 -1.953  0.096
15 C -0.971 -1.035 -1.490  -0.220
16 H -0.306 -3.059 -1.790  0.067
17 O -0.161 -0.366 3.464  -0.077
18 C 0.180 1.340 0.518  -0.239
19 C -1.261 -2.517 -1.847  -0.115
20 H 1.198 2.624 -2.044  0.076
21 H -1.412 -2.612 -2.921  0.064
22 H -0.037 1.789 1.479  0.098
23 H -0.654 1.637 -0.124  0.115
24 H 0.910 -0.565 0.199  0.101
25 H -1.910 -0.058 0.248  0.112

<C>
A cluster of 2 separate species, C6H17NO in total. Source: OMol25; level of theory: ωB97M-V/def2-TZVPD.

## Properties
- SMILES: CCCCCNC.O
- HOMO-LUMO gap: 0.35205 hartree

Each line ends with the Löwdin charge.
Cartesian coordinates (Å):
1 H -0.507 4.097 2.052  0.130
2 H -0.670 -2.315 -0.081  0.123
3 H 2.840 -3.145 -0.553  0.089
4 H -0.364 -0.770 -1.668  0.093
5 H -3.249 1.338 -1.001  0.089
6 H 3.430 -2.588 1.110  0.108
7 H -1.365 1.532 0.921  0.083
8 C 0.137 0.538 -0.272  -0.208
9 H -0.808 3.386 0.801  -0.016
10 C 2.690 -2.376 0.236  -0.161
11 H 1.347 -0.781 -1.648  0.109
12 C -1.360 0.840 0.066  -0.218
13 H 0.591 0.425 0.707  0.090
14 C -2.174 1.643 -0.979  -0.091
15 N 1.333 -2.384 0.720  -0.141
16 O -1.350 3.847 1.438  -0.109
17 H 3.002 -1.403 0.108  0.039
18 H 0.629 -2.773 -1.179  0.090
19 H -2.282 2.587 -0.693  -0.005
20 C 0.378 -2.114 -0.384  -0.256
21 C 0.465 -0.755 -1.009  -0.228
22 H 1.021 -3.274 1.179  0.119
23 H -1.782 -0.111 0.167  0.076
24 H -1.832 1.593 -1.996  0.069
25 H 0.650 1.449 -0.716  0.125

<D>
A cluster of 2 separate species, C6H17NO in total. Source: OMol25; level of theory: ωB97M-V/def2-TZVPD.

## Properties
- SMILES: CCNCC(C)C.O
- HOMO-LUMO gap: 0.32974 hartree

Each line ends with the Löwdin charge.
Cartesian coordinates (Å):
1 H -1.485 0.267 2.601  0.057
2 H 0.005 1.185 3.072  0.062
3 H -2.550 0.994 -1.490  0.070
4 H -1.734 1.470 0.170  0.073
5 H 0.855 -1.204 1.846  0.048
6 C -0.394 0.406 -2.821  -0.110
7 C -1.730 0.932 -0.790  -0.068
8 H 1.045 -0.623 -0.911  0.104
9 H -0.092 -0.428 3.582  0.062
10 H -0.516 -0.967 0.993  0.096
11 C 0.951 0.456 -0.746  -0.211
12 N 1.111 0.549 0.709  -0.069
13 H -1.686 -0.113 -0.456  0.057
14 H 2.484 -2.635 0.912  0.052
15 H -0.591 1.101 -3.653  0.080
16 C -0.416 0.221 2.776  -0.075
17 H -1.188 -0.350 -2.733  0.073
18 O 1.628 -2.932 1.232  -0.049
19 C 0.267 -0.372 1.492  -0.303
20 H -0.061 2.157 -1.571  0.114
21 H 1.858 0.932 -1.175  0.117
22 C -0.316 1.104 -1.462  -0.372
23 H 0.395 -0.250 -3.173  0.063
24 H 0.974 1.483 1.076  0.090
25 H 1.189 -3.384 0.520  0.038

Of them, <C> has the lowest stability.

<A>
A cluster of 2 separate species, C6H13N3 in total. Source: OMol25; level of theory: ωB97M-V/def2-TZVPD.

## Properties
- HOMO-LUMO gap (spin up / spin down): 0.20199 / 0.24744 hartree

Each line ends with the Löwdin charge.
Cartesian coordinates (Å):
1 C -0.282 0.171 1.822  -0.085
2 H 1.732 1.049 -0.187  0.085
3 N -0.281 -0.787 0.078  -0.029
4 H 0.695 -2.345 -0.949  0.086
5 H 0.641 2.387 -0.680  0.096
6 H -1.204 -1.206 0.039  0.136
7 C -0.159 0.343 -1.002  -0.668
8 H 0.770 0.800 -2.691  0.010
9 H 1.579 -0.484 2.588  0.061
10 N -2.212 0.843 -2.311  0.109
11 H -2.103 1.242 -0.332  0.101
12 C 0.539 -0.246 2.774  -0.042
13 C 0.699 1.371 -0.293  0.001
14 N 0.575 -0.028 -2.129  0.001
15 H 1.729 -1.361 0.081  0.086
16 H -1.332 0.400 1.956  0.087
17 H 0.266 1.214 0.861  0.067
18 H 0.193 -0.330 3.799  0.060
19 H 0.603 -2.522 0.830  0.087
20 C -1.590 0.848 -1.215  -0.210
21 C 0.746 -1.820 0.006  -0.083
22 H -1.604 0.457 -3.044  0.043

<B>
A cluster of 2 separate species, C6H13N3 in total. Source: OMol25; level of theory: ωB97M-V/def2-TZVPD.

## Properties
- SMILES: [H]/N=C(/N)CC.CCC#N
- HOMO-LUMO gap: 0.36678 hartree

Each line ends with the Löwdin charge.
Cartesian coordinates (Å):
1 N -1.495 -0.542 2.461  0.150
2 H 2.313 0.026 0.488  0.065
3 N -1.736 1.160 -0.879  0.116
4 C -0.189 -1.568 0.499  -0.249
5 H -1.819 -1.525 -0.906  0.064
6 C -0.707 1.398 -0.212  -0.484
7 C 0.893 0.951 -0.876  -0.209
8 C -1.056 -2.231 -0.568  -0.100
9 N -0.675 1.823 1.053  0.114
10 H 0.904 0.204 -1.675  0.096
11 C 2.168 0.972 -0.038  -0.125
12 H 0.926 1.848 -1.505  0.090
13 H -1.391 1.394 1.661  0.075
14 H -1.549 -3.131 -0.203  0.076
15 H -0.437 -2.513 -1.421  0.075
16 H -1.607 0.777 -1.808  0.047
17 H 2.144 1.766 0.710  0.066
18 H 0.210 1.930 1.522  0.082
19 H 0.380 -0.573 -0.080  0.112
20 H 0.607 -2.233 0.841  0.114
21 C -0.922 -1.083 1.614  -0.253
22 H 3.038 1.151 -0.676  0.077

<C>
An isolated molecule of C6H13N3. Source: OMol25; level of theory: ωB97M-V/def2-TZVPD.

## Properties
- SMILES: [H]/N=N/C(C)=C(/N)C(C)C
- HOMO-LUMO gap: 0.31301 hartree

Each line ends with the Löwdin charge.
Cartesian coordinates (Å):
1 N 0.184 -1.323 1.495  0.136
2 H 0.645 2.509 2.310  0.060
3 H -1.512 -1.043 -2.610  0.078
4 H 0.050 3.400 -1.044  0.036
5 N 0.110 3.025 -0.086  0.049
6 C 1.031 -1.551 -1.508  -0.103
7 H 0.406 -1.115 2.460  0.099
8 C 0.104 0.987 0.925  -0.357
9 H -0.897 1.735 2.670  0.081
10 H -2.113 -0.079 -1.261  0.075
11 C 0.005 -0.473 -1.194  -0.307
12 H 0.252 -2.279 1.190  0.095
13 H -1.711 -1.779 -1.003  0.074
14 H 0.792 -2.495 -1.018  0.063
15 C 0.023 -0.342 0.594  -0.157
16 H 1.068 -1.709 -2.590  0.079
17 H 0.630 0.916 3.043  0.058
18 H 0.269 0.402 -1.791  0.109
19 C -1.421 -0.873 -1.533  -0.095
20 C 0.120 1.552 2.317  -0.052
21 H 2.027 -1.234 -1.201  0.079
22 N -0.063 1.770 -0.164  -0.102

Of them, <A> has the lowest stability.